Computed, not measured: C12H22OSi in the gas phase, with ωB97M-V with the def2-TZVPD basis set.

Properties
Energy relative to the best compared isomer or geometry (same formula, charge and spin) = 12.0 kJ/mol
Total energy = -22724.63900 eV
HOMO-LUMO gap = 10.18 eV
SMILES string = C[Si@@H](C1CCCCC1)[C@H]1CCCC1=O
Lowest unoccupied orbital energy = 0.833 eV

```
! wB97M-V def2-TZVPD RIJCOSX def2/J DEFGRID3
* xyz 0 1
Si 1.125 -0.060 0.012
O 2.730 -1.906 -1.675
C -0.345 -0.654 -2.521
C -1.739 1.146 3.395
C -0.150 -1.530 -3.737
C -0.920 2.243 2.820
C 2.183 1.235 -0.841
C -1.168 -0.562 1.725
C 1.316 -2.055 -3.589
C -0.211 0.509 1.210
C 0.438 -1.339 -1.400
C -2.232 0.143 2.416
C 0.260 1.524 2.182
C 1.626 -1.825 -2.162
H 2.274 1.011 -1.907
H 3.119 1.203 -0.402
H 0.810 2.250 1.709
H 1.942 -1.042 0.806
H -2.902 -0.578 2.938
H -0.740 2.921 3.735
H -1.507 2.853 2.081
H -0.778 1.130 0.464
H -0.586 -1.085 2.495
H 1.324 -3.026 -3.959
H -0.342 -0.801 -4.583
H -2.812 0.531 1.581
H -1.395 -0.321 -2.467
H 2.003 -1.574 -4.311
H -0.922 -2.343 -3.842
H -0.061 -2.155 -0.840
H -1.121 0.510 4.125
H 0.198 0.301 -2.692
H 0.822 1.166 3.119
H -1.360 -1.394 0.896
H 1.791 2.277 -0.688
H -2.670 1.294 3.905
*
```

Results of the natural (NBO) charge analysis, in e, for atoms 1 through 5: number 1, Si, carries 1.424; number 2, O, carries -0.539; number 3, C, carries -0.412; number 4, C, carries -0.406; number 5, C, carries -0.392

Computed, not measured: a molecular structure, C28H49BrCdNO3P3, with ωB97M-V with the def2-TZVPD basis set.

Properties
Energy relative to the best compared isomer or geometry (same formula, charge and spin) = 0.0 kJ/mol
Total energy = -139924.65040 eV
HOMO-LUMO gap = 7.27 eV
Lowest unoccupied orbital energy = -6.239 eV

```
! wB97M-V def2-TZVPD RIJCOSX def2/J DEFGRID3
* xyz 2 1
Cd -0.166 0.061 0.155
Br 4.858 -0.541 -5.150
P -1.937 1.758 0.433
P -0.326 -1.897 2.039
P -0.168 -1.381 -1.840
O 1.079 -2.562 1.488
O -1.037 -3.094 2.885
O 0.110 -0.944 3.319
N 1.687 3.366 4.687
C 1.720 3.232 2.288
C 3.352 1.352 -3.628
C 1.902 2.053 4.785
C -3.530 1.131 1.058
C 2.087 1.607 -0.114
C -1.028 -0.393 4.067
C -2.077 -3.239 -2.698
C 0.348 -0.496 -3.344
C -1.641 3.022 2.920
C 2.679 1.801 -2.495
C -1.086 3.023 -1.950
C 2.006 1.855 2.366
C 2.254 1.079 1.165
C 3.992 -0.688 -2.431
C -0.284 -1.020 -4.627
C -4.041 -0.133 0.358
C 2.203 -2.926 2.332
C 3.323 -0.226 -1.287
C 2.042 1.243 3.649
C 0.925 -2.819 -1.593
C -1.904 -1.905 -1.984
C 1.401 -3.477 -2.877
C 1.606 3.945 3.491
C -2.453 -3.298 2.585
C -1.671 3.274 1.407
C 3.978 0.103 -3.583
C -2.279 2.341 -1.271
C 2.723 1.049 -1.295
H -0.632 0.374 4.719
H -5.015 -0.376 0.801
H -0.720 3.722 1.063
H 0.065 0.561 -3.192
H -2.560 -3.570 1.526
H 2.670 0.077 1.327
H -4.229 1.976 0.912
H 0.097 -0.398 -5.449
H -1.509 -1.186 4.620
H 1.453 -0.510 -3.380
H -1.381 -0.924 -4.593
H 1.454 5.028 3.461
H 0.389 -3.537 -0.943
H 1.476 2.505 -0.300
H 3.331 -0.844 -0.387
H -4.186 0.019 -0.723
H 2.755 -3.668 1.742
H 3.409 1.958 -4.520
H -0.206 2.367 -2.075
H -3.156 -3.438 -2.727
H -2.454 -1.096 -2.505
H -3.388 -1.009 0.517
H -2.610 1.452 -1.841
H -2.611 2.674 3.305
H 1.986 1.620 5.782
H -1.409 3.314 -2.956
H -1.706 -3.186 -3.734
H 1.816 -3.353 3.262
H 4.546 -1.620 -2.422
H 1.794 -2.457 -1.013
H 0.549 -3.882 -3.445
H 1.650 3.768 1.332
H -1.393 3.970 3.412
H -3.046 -2.378 2.728
H 2.011 -2.797 -3.497
H 2.171 2.761 -2.504
H -2.789 -4.107 3.245
H -2.509 3.942 1.136
H 2.788 -2.018 2.521
H -3.130 3.034 -1.148
H 2.038 -4.315 -2.563
H 2.215 0.181 3.775
H -1.575 -4.058 -2.156
H -3.400 0.947 2.142
H -0.771 3.929 -1.412
H -1.773 0.029 3.398
H 0.007 -2.065 -4.815
H -0.868 2.291 3.212
H -2.288 -1.961 -0.946
*
```

Results of the Mulliken charge analysis, in e, for atoms 1 through 5: number 1, Cd, carries 2.670; number 2, Br, carries -0.082; number 3, P, carries 0.100; number 4, P, carries 0.177; number 5, P, carries -0.837

Computed, not measured: a molecular structure, C3H5N3O, with ωB97M-V with the def2-TZVPD basis set.

Properties
Energy relative to the best compared isomer or geometry (same formula, charge and spin) = 353.7 kJ/mol
Total energy = -9706.91797 eV
HOMO-LUMO gap = 9.99 eV
Lowest unoccupied orbital energy = -0.469 eV

```
! wB97M-V def2-TZVPD RIJCOSX def2/J DEFGRID3
* xyz 0 1
O -0.093 1.664 -0.020
N -2.178 -0.665 -1.503
N -0.702 0.424 2.097
N -0.484 -0.380 1.205
C 1.237 -0.215 -0.803
C -0.041 0.499 -0.406
C -1.280 -0.213 -0.944
H 2.038 0.061 -0.106
H 1.102 -1.302 -0.812
H 1.510 0.112 -1.816
H -0.580 1.385 1.663
H -0.529 -1.370 1.445
*
```

Results of the natural (NBO) charge analysis, in e, for atoms 1 through 5: number 1, O, carries -0.655; number 2, N, carries -0.308; number 3, N, carries -0.191; number 4, N, carries -0.245; number 5, C, carries -0.671

Computed, not measured: 3 unconnected molecules or ions with the total composition C14H13FIN5O5P, with ωB97M-V with the def2-TZVPD basis set.

Properties
Total energy = -52507.71160 eV
HOMO-LUMO gap = 7.01 eV
Lowest unoccupied orbital energy = -4.653 eV

```
! wB97M-V def2-TZVPD RIJCOSX def2/J DEFGRID3
* xyz 1 1
I 0.093 3.493 1.995
P -1.487 5.047 0.954
F 0.165 8.645 -2.528
O -2.391 2.120 -2.436
O -3.380 2.142 -0.512
O -2.172 6.086 2.164
O 1.930 -2.340 -0.407
O 0.937 -2.317 1.518
N -0.521 6.180 -0.059
N 1.609 -2.863 0.651
N -2.711 1.596 -1.378
N 0.153 7.731 -1.556
N 0.807 6.283 0.238
C 3.241 -6.197 0.174
C -1.082 -1.738 -1.859
C -1.462 -2.390 -0.690
C -2.237 -1.733 0.261
C -2.267 0.223 -1.134
C 2.860 -6.849 1.343
C -1.484 -0.427 -2.087
C 2.054 -4.236 0.897
C -1.009 6.991 -1.118
C 1.246 7.275 -0.711
C 2.838 -4.886 -0.054
C 1.678 -4.880 2.074
C -2.642 -0.422 0.044
C 2.083 -6.192 2.293
H 1.073 -4.379 2.822
H 3.170 -7.875 1.515
H -1.152 -3.417 -0.519
H -3.245 0.079 0.792
H -1.513 6.810 2.330
H -2.528 -2.247 1.171
H -0.475 -2.254 -2.595
H 2.314 7.673 -0.777
H 1.790 -6.705 3.203
H -2.086 7.005 -1.484
H 3.849 -6.713 -0.561
H 3.139 -4.390 -0.971
H -1.185 0.069 -3.003
*
```

Results of the natural (NBO) charge analysis, in e, for atoms 1 through 5: number 1, I, carries 0.023; number 2, P, carries 1.066; number 3, F, carries -0.085; number 4, O, carries -0.390; number 5, O, carries -0.391

Computed, not measured: a molecular structure, C39H41P2RhSi, with ωB97M-V with the def2-TZVPD basis set.

Properties
Total energy = -70551.30506 eV
HOMO-LUMO gap (spin up / spin down) = 6.38 / 4.95 eV
Lowest unoccupied orbital energy (spin up / spin down) = -5.259 / -9.284 eV

```
! wB97M-V def2-TZVPD RIJCOSX def2/J DEFGRID3
* xyz 2 5
Rh 0.459 0.100 0.448
P 0.038 -1.937 -0.157
P 0.003 2.197 -0.022
Si 0.094 -0.048 2.708
C -3.459 1.743 -2.995
C -3.636 1.349 -1.662
C 3.706 -3.373 1.058
C 0.402 -1.264 -4.152
C -1.442 0.970 3.325
C -2.177 -5.271 0.801
C -1.670 -1.793 -2.333
C -0.626 5.497 3.007
C -1.445 4.231 1.130
C 1.881 3.624 -1.501
C 2.713 1.555 -0.492
C 0.607 4.825 2.962
C -1.281 -3.045 0.486
C -0.180 -1.804 3.539
C 3.058 3.732 -2.239
C -3.480 -3.331 1.454
C 1.630 -2.879 -0.082
C 1.597 0.644 3.728
C 0.837 3.870 1.971
C 4.021 2.711 -2.156
C 4.044 -4.259 0.036
C 1.697 2.513 -0.665
C -0.931 -1.241 -4.560
C -0.165 3.645 1.001
C 3.187 -4.463 -1.044
C -1.959 -1.527 -3.668
C -1.658 5.209 2.104
C 3.864 1.608 -1.297
C 0.749 -1.655 -2.859
C -2.462 -2.485 1.019
C 1.975 -3.779 -1.098
C -0.317 -1.859 -1.950
C 2.495 -2.682 1.010
C -1.157 2.382 -2.537
C -1.127 -4.439 0.402
C -1.390 2.141 -1.170
C -3.334 -4.711 1.339
C -2.602 1.540 -0.745
C -2.224 2.241 -3.416
H 3.425 -5.149 -1.853
H -4.585 0.913 -1.323
H 4.618 0.803 -1.214
H 0.088 0.177 -1.269
H -4.387 -2.910 1.877
H -2.459 0.583 3.101
H -2.292 3.870 0.542
H 1.123 4.412 -1.564
H 4.984 -4.795 0.061
H -0.191 -4.839 -0.005
H -1.450 2.012 2.958
H 1.110 -0.995 -4.927
H 4.371 -3.237 1.908
H 1.304 -3.930 -1.946
H -2.720 1.205 0.291
H 2.608 0.325 3.422
H -1.132 -0.985 -5.611
H 0.595 -2.523 3.320
H -0.825 6.174 3.832
H -2.062 -6.343 0.674
H -4.280 1.666 -3.707
H 1.375 4.984 3.728
H 4.926 2.814 -2.750
H -1.432 1.031 4.430
H -4.134 -5.363 1.660
H 0.597 0.663 -1.712
H -0.176 2.660 -2.946
H 1.792 -1.724 -2.530
H 2.206 -1.997 1.817
H -2.455 -2.000 -1.594
H -1.106 -2.281 3.246
H 1.547 0.371 4.790
H -2.557 -1.391 1.102
H 2.554 0.720 0.248
H -2.060 2.565 -4.442
H 1.734 3.233 1.998
H -2.981 -1.526 -4.022
H 1.628 1.746 3.684
H 3.205 4.637 -2.845
H -2.642 5.684 2.213
H -0.199 -1.737 4.629
*
```

Results of the Mulliken charge analysis, in e, for atoms 1 through 5: number 1, Rh, carries -0.539; number 2, P, carries 1.462; number 3, P, carries 1.503; number 4, Si, carries 1.596; number 5, C, carries -0.736